[1]
Density functional theory data (ωB97M-V with the def2-TZVPD basis set) for an isolated molecule of C3H3NO2 in a non-equilibrium geometry.

```
9
Properties=species:S:1:pos:R:3:forces:R:3
C -0.69917 -1.32397 0.44394 -0.40 0.24 0.03
C -0.45817 0.03921 0.05870 -0.95 2.89 2.55
C 0.90220 0.37492 -0.45842 -0.08 0.06 -0.21
N -0.83271 -2.41449 0.75585 -0.04 -0.61 0.10
O -1.08384 1.06546 1.15261 1.92 -2.07 -0.78
O -1.52032 0.86106 -0.18992 -0.50 -0.50 -1.71
H 0.80108 0.90382 -1.40579 0.01 -0.04 -0.01
H 1.47631 -0.53833 -0.59845 0.08 0.08 -0.01
H 1.41462 1.03233 0.24148 -0.04 -0.05 0.05
```
Positions in Å, forces in eV/Å.

strongest force on any atom = 0.077 Eh/bohr
HOMO-LUMO gap = 10.509 eV
net charge = 0
structure (SMILES) = CC1(C#N)OO1


[2]
Density functional theory data (ωB97M-V with the def2-TZVPD basis set) for an isolated molecule of C3H3NO2 in a non-equilibrium geometry.

```
9
Properties=species:S:1:pos:R:3:forces:R:3
C 0.02233 0.31290 0.29806 -0.92 0.83 0.19
C -2.29580 -0.43033 -0.11087 2.19 1.20 -3.53
C 1.44992 -0.01313 -0.14785 -0.05 -1.10 0.82
N -1.05694 -0.23476 -0.47694 -3.35 -1.14 2.21
O -3.44996 -0.58424 -0.27970 2.33 -0.01 1.43
O -0.19246 1.08679 1.21596 0.45 -1.15 -1.02
H 1.91720 -0.14297 0.84563 0.18 -0.29 -0.56
H 1.90096 0.88932 -0.51044 0.09 0.53 -0.46
H 1.70474 -0.88357 -0.83386 -0.91 1.14 0.93
```
Positions in Å, forces in eV/Å.

strongest force on any atom = 0.084 Eh/bohr
HOMO-LUMO gap = 10.427 eV
net charge = 0
structure (SMILES) = CC(=O)N=C=O


[3]
Density functional theory data (ωB97M-V with the def2-TZVPD basis set) for an isolated molecule of C3H3NO2 in a non-equilibrium geometry.

```
9
Properties=species:S:1:pos:R:3:forces:R:3
O -0.03827 -0.11599 2.30158 0.01 0.47 0.19
C -0.26567 -0.10326 1.00663 -0.24 -0.24 -0.07
C 0.11207 -0.63886 -0.23358 -0.30 -0.16 -0.01
O 0.89231 0.08314 -1.18180 -0.18 0.62 -0.09
C 0.17008 0.88309 -1.93306 0.69 0.06 0.06
N -1.19162 0.06168 0.17123 0.31 -1.02 0.33
H -0.87341 0.12511 2.73205 0.09 0.10 0.17
H 0.23130 -1.71834 -0.37102 -0.43 0.33 -0.37
H 0.96322 1.42344 -2.49203 0.05 -0.16 -0.22
```
Positions in Å, forces in eV/Å.

strongest force on any atom = 0.022 Eh/bohr
HOMO-LUMO gap = 9.076 eV
net charge = 0


[4]
Density functional theory data (ωB97M-V with the def2-TZVPD basis set) for an isolated molecule of C3H3NO2.

```
9
Properties=species:S:1:pos:R:3:forces:R:3
O 1.65490 -1.41039 -0.60830 -0.21 0.43 -0.17
C 0.67576 -0.72779 -0.74604 0.13 -0.05 -0.32
C 0.50029 0.74844 -0.47636 -0.13 0.14 0.11
N -0.33436 1.23084 0.36633 0.42 -0.25 -0.14
C -0.92279 0.18914 1.13723 -0.06 -0.41 0.13
O -0.60376 -0.97490 1.04607 -0.36 0.43 0.25
H 0.99152 1.41072 -1.19138 0.05 0.10 0.22
H -0.23831 -1.02292 -1.30811 0.13 -0.56 -0.04
H -1.71557 0.50628 1.82230 0.03 0.16 -0.04
```
Positions in Å, forces in eV/Å.

strongest force on any atom = 0.012 Eh/bohr
HOMO-LUMO gap = 9.116 eV
net charge = 0
structure (SMILES) = O=C/C=N\C=O


[5]
Density functional theory data (ωB97M-V with the def2-TZVPD basis set) for an isolated molecule of C3H3NO2 in a non-equilibrium geometry.

```
9
Properties=species:S:1:pos:R:3:forces:R:3
C 0.72648 -1.18601 0.39410 -0.18 -0.19 0.22
O -0.51031 -1.07024 0.53110 0.41 -0.50 0.29
C -1.32918 0.32635 -0.10567 -1.62 0.43 0.03
O -2.46179 0.38481 0.05308 1.09 0.21 -0.21
C 0.12214 1.31441 -0.53733 0.55 0.71 -0.17
N 0.08805 2.48868 -0.64971 -0.17 -1.19 0.08
H 0.86030 0.43415 -0.51614 -0.24 0.22 -0.01
H 1.41252 -0.72508 1.10847 -0.03 -0.03 0.01
H 1.09179 -1.96709 -0.27790 0.18 0.32 -0.24
```
Positions in Å, forces in eV/Å.

strongest force on any atom = 0.033 Eh/bohr
HOMO-LUMO gap (spin up / spin down) = 8.550 / 8.551 eV
net charge = 0


[6]
Density functional theory data (ωB97M-V with the def2-TZVPD basis set) for a cluster of 2 separate species, C3H3NO2 in total in a non-equilibrium geometry.

```
9
Properties=species:S:1:pos:R:3:forces:R:3
C 1.82723 1.12441 -1.57411 1.66 0.01 -1.75
C 2.42157 -1.91672 0.41045 9.00 4.84 7.72
C -0.12713 1.17997 0.32173 4.83 1.14 -1.56
N 1.07595 1.08693 -0.71119 -3.89 0.09 3.70
O 3.25766 -1.44584 1.20132 -4.84 -1.60 -1.54
O 2.16642 -2.33607 -0.57058 -4.16 -3.23 -6.21
H -0.93534 0.89689 -0.24552 -2.07 -0.39 -0.89
H 0.12841 0.51553 1.10851 -0.01 -0.60 0.64
H -0.06641 2.21564 0.66145 -0.52 -0.26 -0.09
```
Positions in Å, forces in eV/Å.

strongest force on any atom = 0.249 Eh/bohr
HOMO-LUMO gap = 10.955 eV
net charge = 0


[7]
Density functional theory data (ωB97M-V with the def2-TZVPD basis set) for an isolated molecule of C3H3NO2.

```
9
Properties=species:S:1:pos:R:3:forces:R:3
O -0.61700 -1.03565 -1.49702 -0.15 0.02 -0.23
C -0.11218 -0.25969 -0.35860 0.01 0.03 0.30
C -0.10590 -1.53712 0.10881 0.06 0.17 0.12
O 0.89716 0.90212 1.80298 -0.13 0.11 -0.34
C 0.44992 1.53510 0.87421 0.10 -0.04 0.22
N -0.07728 1.00291 -0.31278 -0.01 -0.28 -0.06
H -1.58941 -1.04106 -1.48064 0.20 0.02 0.04
H 0.74373 -2.20263 -0.01757 -0.07 0.12 -0.05
H 0.41097 2.63603 0.88060 0.00 -0.14 0.01
```
Positions in Å, forces in eV/Å.

strongest force on any atom = 0.007 Eh/bohr
HOMO-LUMO gap = 9.682 eV
net charge = 0


[8]
Density functional theory data (ωB97M-V with the def2-TZVPD basis set) for a structure of composition C3H3NO2 in a non-equilibrium geometry.

```
9
Properties=species:S:1:pos:R:3:forces:R:3
C 0.86971 -0.29542 -0.06615 -0.38 1.66 -1.51
C -1.11764 -0.75745 0.12507 -0.79 3.21 -1.91
C -1.19209 0.63314 0.09482 4.39 -0.97 -1.50
H 2.55674 0.77991 0.36827 -2.35 -3.91 -1.52
H -1.99661 -1.27338 0.07324 -1.95 -1.85 0.30
H -1.68232 1.56511 -0.26407 -0.31 -1.43 0.91
N 0.09152 -1.32715 -0.19835 0.57 0.00 2.36
O 2.16387 -0.20263 0.05040 3.47 2.03 1.23
O 0.30682 0.87787 -0.18323 -2.65 1.25 1.65
```
Positions in Å, forces in eV/Å.

strongest force on any atom = 0.093 Eh/bohr
HOMO-LUMO gap = 9.251 eV
net charge = 0


[9]
Density functional theory data (ωB97M-V with the def2-TZVPD basis set) for an isolated molecule of C3H3NO2S in a non-equilibrium geometry.

```
10
Properties=species:S:1:pos:R:3:forces:R:3
C -1.53270 -0.19278 -0.29469 -0.43 -0.83 -1.42
C -0.42631 0.03503 0.68434 0.01 -0.46 -0.07
C 1.69740 0.38567 -0.36069 0.69 -0.73 -1.45
H -1.24032 -0.92171 -1.15157 -0.55 0.95 0.90
H -0.91084 0.09921 1.64753 0.26 0.13 0.55
H 2.41891 0.70903 -1.07943 0.64 0.48 -0.02
N 1.62804 -0.88058 -0.20429 -1.83 1.92 1.20
O -2.61773 0.30514 -0.15711 0.36 -0.23 -0.26
O 0.47324 -1.03324 0.66886 0.42 -1.69 0.48
S 0.51032 1.49422 0.24704 0.42 0.45 0.09
```
Positions in Å, forces in eV/Å.

strongest force on any atom = 0.057 Eh/bohr
HOMO-LUMO gap = 9.529 eV
net charge = 0
structure (SMILES) = O=C[C@H]1ON=CS1


[10]
Density functional theory data (ωB97M-V with the def2-TZVPD basis set) for an isolated molecule of C3H3NO2S in a non-equilibrium geometry.

```
10
Properties=species:S:1:pos:R:3:forces:R:3
C 0.55745 -0.55157 0.40317 2.76 -3.33 -0.41
C 0.40309 0.61485 1.19842 1.88 -1.42 2.28
C -0.16205 1.56333 0.34899 -0.76 4.23 -2.61
H -1.75256 -2.08827 -1.06806 2.74 -0.08 -2.28
H 1.34669 -1.52208 0.23803 -2.36 2.52 2.17
H 0.82320 0.84897 2.35824 -1.28 -0.86 -3.91
N -0.02142 -0.51107 -0.79889 0.52 0.15 -0.47
O -0.36454 2.79610 0.25476 0.48 -4.67 0.75
O -0.39119 0.78452 -0.98861 -1.51 0.89 0.17
S -0.43867 -1.93478 -1.94605 -2.47 2.59 4.31
```
Positions in Å, forces in eV/Å.

strongest force on any atom = 0.109 Eh/bohr
HOMO-LUMO gap = 7.966 eV
net charge = 0
structure (SMILES) = O=c1ccn(S)o1


[11]
Density functional theory data (ωB97M-V with the def2-TZVPD basis set) for a structure of composition C3H3NO2S in a non-equilibrium geometry.

```
10
Properties=species:S:1:pos:R:3:forces:R:3
C -1.40059 1.15494 -0.10630 0.58 -1.11 0.59
C 0.64496 0.31639 -0.61119 -3.16 -3.69 4.11
C -0.15454 -0.95826 0.57628 2.97 3.61 -3.24
N -0.21533 1.26586 -0.62280 0.92 0.80 -1.06
O 1.95179 0.38927 -0.74959 -0.33 -2.49 -1.46
O 0.58305 -2.02983 0.93509 -0.16 2.28 0.65
S -1.69620 -0.35420 0.78390 0.43 0.31 -0.71
H -2.10062 1.84348 -0.50406 -1.34 0.04 0.43
H 2.25012 1.15946 -0.35524 1.15 2.61 1.20
H 0.13737 -2.78711 0.65390 -1.06 -2.37 -0.51
```
Positions in Å, forces in eV/Å.

strongest force on any atom = 0.124 Eh/bohr
HOMO-LUMO gap = 7.885 eV
net charge = 0


[12]
Density functional theory data (ωB97M-V with the def2-TZVPD basis set) for an isolated molecule of C3H3NO2S in a non-equilibrium geometry.

```
10
Properties=species:S:1:pos:R:3:forces:R:3
C 0.57521 -0.74319 -1.02838 0.92 0.15 -2.77
C 1.26811 0.41999 -1.23986 -0.67 0.39 0.80
C 0.91078 1.29508 -0.01551 1.30 -0.40 -3.73
H -1.43226 -2.21325 1.47779 0.77 -0.36 0.58
H 0.43963 -1.69365 -1.64622 0.31 1.62 0.99
H 1.86657 0.85104 -2.11314 -0.93 -1.12 1.66
N -0.07802 -0.68466 0.13190 -3.28 -1.81 3.34
O 1.32021 2.41878 0.10310 -0.93 -0.53 1.50
O -0.00062 0.56635 0.75318 1.25 0.83 -0.56
S -1.71307 -1.36649 0.51316 1.27 1.24 -1.81
```
Positions in Å, forces in eV/Å.

strongest force on any atom = 0.098 Eh/bohr
HOMO-LUMO gap = 8.935 eV
net charge = 0
structure (SMILES) = O=c1ccn(S)o1


[13]
Density functional theory data (ωB97M-V with the def2-TZVPD basis set) for an isolated molecule of C3H3NO3.

```
10
Properties=species:S:1:pos:R:3:forces:R:3
N -0.80127 -0.12645 0.27815 0.21 0.10 0.04
C 0.50929 -0.04145 -0.06740 0.26 0.52 -0.17
O 0.97118 1.06279 -0.29261 0.15 -0.37 -0.04
C -1.32875 1.24019 0.14976 -0.37 0.33 0.34
O -1.54982 1.95712 1.07498 -0.21 -0.70 -0.41
C 1.40944 -1.26982 -0.19013 0.57 -0.06 -0.17
O 2.54596 -1.11009 -0.54225 -0.58 -0.33 0.21
H -1.33131 -0.97377 0.45072 0.14 0.38 0.04
H -1.42834 1.53389 -0.90588 -0.08 0.03 0.16
H 1.00362 -2.27241 0.04464 -0.08 0.09 0.01
```
Positions in Å, forces in eV/Å.

strongest force on any atom = 0.016 Eh/bohr
HOMO-LUMO gap = 9.896 eV
net charge = 0
structure (SMILES) = O=CNC(=O)C=O


[14]
Density functional theory data (ωB97M-V with the def2-TZVPD basis set) for an isolated molecule of C3H3NO3 in a non-equilibrium geometry.

```
10
Properties=species:S:1:pos:R:3:forces:R:3
C -1.14139 -0.95239 0.25907 -1.56 -0.71 0.20
C 0.72690 -0.04201 -0.64898 -0.92 0.39 -4.97
C 0.52928 1.11844 0.22295 -0.10 2.68 2.47
H 1.40876 -0.84287 -0.33046 -0.72 0.11 0.34
H 1.04633 0.22880 -1.75811 -0.49 -0.28 2.52
H 0.99111 2.18459 0.21638 -0.79 -2.07 -0.84
N -0.25628 1.00514 1.24627 1.81 -0.64 -1.34
O -1.98572 -1.77985 0.35142 -0.22 -0.42 0.75
O -0.76068 -0.53705 -0.94508 4.14 1.09 1.58
O -0.55832 -0.38281 1.38655 -1.14 -0.14 -0.71
```
Positions in Å, forces in eV/Å.

strongest force on any atom = 0.099 Eh/bohr
HOMO-LUMO gap = 10.875 eV
net charge = 0
structure (SMILES) = O=C1OCC=NO1


[15]
Density functional theory data (ωB97M-V with the def2-TZVPD basis set) for an isolated molecule of C3H3NO3 in a non-equilibrium geometry.

```
10
Properties=species:S:1:pos:R:3:forces:R:3
N 0.46718 1.50287 -1.47237 -0.22 -0.34 -0.12
C -0.06375 0.56925 -0.76467 0.37 0.01 0.11
O -0.53044 -0.61763 -0.95319 0.67 -0.09 0.47
C -0.23378 -1.54955 0.73600 0.39 -0.69 -0.12
O 0.69337 -2.25251 0.88091 -0.75 0.78 -0.65
C 0.06714 0.90417 0.67105 -0.01 -0.13 0.50
O 0.02275 -0.01213 1.49623 -0.20 0.46 -0.21
H 0.61003 1.22301 -2.44114 -0.20 -0.05 -0.09
H -1.29992 -1.69194 0.85328 -0.08 0.04 0.07
H 0.26744 1.92445 0.99391 0.03 0.02 0.04
```
Positions in Å, forces in eV/Å.

strongest force on any atom = 0.024 Eh/bohr
HOMO-LUMO gap = 9.282 eV
net charge = 0


[16]
Density functional theory data (ωB97M-V with the def2-TZVPD basis set) for the ion C3H3NO3P with charge -1 in a non-equilibrium geometry.

```
11
Properties=species:S:1:pos:R:3:forces:R:3
C -0.73212 -0.10472 -1.20063 2.25 1.81 -0.07
C 0.61344 0.58375 -0.75832 0.04 1.94 1.52
C 2.17929 0.11252 1.25362 0.53 -0.20 3.72
N 2.09886 0.10925 0.03779 -1.47 -0.54 -3.93
O 0.73807 1.78512 -0.88460 -0.17 -1.35 -0.35
O -0.88042 -1.46631 -0.86238 0.54 -2.09 0.25
O -3.27618 -0.63311 -0.37015 -0.99 1.74 -1.40
P -1.69955 -0.54817 0.21733 -1.14 0.14 -0.41
H -3.58091 -0.04023 -1.16831 1.58 -1.68 2.19
H 3.26404 -0.00925 1.78071 -2.31 0.28 -0.96
H 1.27548 0.21115 1.95495 1.13 -0.05 -0.56
```
Positions in Å, forces in eV/Å.

strongest force on any atom = 0.082 Eh/bohr
HOMO-LUMO gap = 7.150 eV
net charge = -1
structure (SMILES) = C=N/C([O-])=C1/OP1O


[17]
Density functional theory data (ωB97M-V with the def2-TZVPD basis set) for an isolated molecule of C3H3NO4 in a non-equilibrium geometry.

```
11
Properties=species:S:1:pos:R:3:forces:R:3
C 1.14615 0.07936 0.04335 2.13 -3.36 -0.42
C 0.45045 1.19026 -0.10733 0.39 2.73 0.23
C -0.92436 0.78086 -0.06745 1.47 -2.34 -0.90
H 2.65556 -1.06032 -0.18147 -0.12 -0.66 -0.03
H 0.85505 2.25535 -0.20148 -0.76 -1.97 0.29
H -2.43126 -1.06720 0.79097 1.96 -1.00 -2.41
N -0.82293 -0.69298 -0.41965 -1.97 0.17 0.24
O 2.47417 -0.14645 0.02197 -0.67 1.60 0.35
O -1.96454 1.30101 0.06826 -1.97 1.03 0.34
O -1.90793 -1.50953 -0.02680 0.08 1.95 2.21
O 0.46963 -1.13036 0.07962 -0.54 1.84 0.10
```
Positions in Å, forces in eV/Å.

strongest force on any atom = 0.078 Eh/bohr
HOMO-LUMO gap = 10.318 eV
net charge = 0
structure (SMILES) = O=c1cc(O)on1O


[18]
Density functional theory data (ωB97M-V with the def2-TZVPD basis set) for an isolated molecule of C3H3NOS in a non-equilibrium geometry.

```
9
Properties=species:S:1:pos:R:3:forces:R:3
C -0.39379 -1.08053 -0.20417 0.67 -3.41 0.36
C -1.66724 -0.65760 -0.02900 -0.31 -0.74 -0.73
C 1.38815 0.75062 0.03939 -1.15 -0.57 -0.69
N 2.04370 1.75778 -0.12955 -0.53 -0.93 1.38
O 0.88173 -0.36176 -0.05226 0.82 2.17 -0.03
S -2.10169 0.93334 -0.08371 -0.28 1.11 0.47
H -0.01905 -2.13600 -0.23055 -0.64 1.31 0.15
H -2.46836 -1.50768 -0.01734 1.68 1.37 0.00
H 2.33654 2.30182 0.70720 -0.27 -0.31 -0.91
```
Positions in Å, forces in eV/Å.

strongest force on any atom = 0.068 Eh/bohr
HOMO-LUMO gap (spin up / spin down) = 6.937 / 6.939 eV
net charge = 0


[19]
Density functional theory data (ωB97M-V with the def2-TZVPD basis set) for a cluster of 2 separate species, C3H3NOS in total in a non-equilibrium geometry.

```
9
Properties=species:S:1:pos:R:3:forces:R:3
C -1.90307 -0.25235 0.22446 0.01 -0.72 -0.30
C 2.32205 -0.56815 -0.03982 0.02 0.20 -0.24
C -1.68670 0.96310 0.60463 0.08 0.61 0.28
N 2.37267 -0.32227 -1.20215 0.36 0.25 -0.91
O 2.43930 -0.72135 1.09868 -0.10 -0.32 1.19
S -2.13010 -1.71413 -0.26254 0.00 0.18 0.09
H -0.77620 1.26002 1.09647 0.26 -0.16 0.08
H -2.42423 1.73485 0.48187 -0.31 0.08 -0.14
H 1.78627 -0.37970 -2.00161 -0.33 -0.13 -0.04
```
Positions in Å, forces in eV/Å.

strongest force on any atom = 0.024 Eh/bohr
HOMO-LUMO gap = 8.616 eV
net charge = 0
structure (SMILES) = C=C=S.N=C=O


[20]
Density functional theory data (ωB97M-V with the def2-TZVPD basis set) for a cluster of 2 separate species, C3H3NOS in total in a non-equilibrium geometry.

```
9
Properties=species:S:1:pos:R:3:forces:R:3
C -0.91860 1.06575 1.02299 -1.28 2.51 0.06
C -0.36213 -0.70100 -0.59408 -1.43 -0.90 -2.36
C -0.39236 -0.13795 0.70918 2.80 -1.10 -0.23
N -1.44210 2.09270 1.13302 0.22 -0.28 0.22
O -0.02359 -1.84785 -0.79203 0.26 -0.29 0.24
S 2.53950 0.26357 -0.27001 -2.24 0.00 0.17
H -0.81925 -0.16995 -1.46814 0.39 0.43 0.64
H -0.08584 -0.84653 1.42758 0.19 -0.49 1.12
H 1.50439 0.28124 -1.16852 1.09 0.11 0.15
```
Positions in Å, forces in eV/Å.

strongest force on any atom = 0.059 Eh/bohr
HOMO-LUMO gap (spin up / spin down) = 5.322 / 5.350 eV
net charge = 0